No. 1
ORCA calculation (ωB97M-V/def2-TZVPD) on a molecular structure, C24H24ClLuN7O4.

Values from the calculation:
Frontier orbital gap (eV): 6.052
Electronic energy (Eh): -3309.0257
Relative energy (zero: lowest compared OMol25 entry of this formula, charge and spin) (kcal/mol): 14.94
Net charge: -1

Geometry as XYZ:
```
61
Properties=species:S:1:pos:R:3:lowdin_charge:R:1
Lu 1.036 -0.916 0.342 1.606
C 2.593 1.935 -2.408 -0.008
C 1.859 0.550 -2.547 -0.492
N 0.945 0.372 -1.439 -0.204
N -0.024 1.300 -1.387 0.044
C -0.598 1.428 -0.236 -0.492
O -0.388 0.614 0.777 -0.263
C -1.767 2.332 -0.129 -0.135
C -2.138 3.370 -1.001 -0.050
C -3.212 4.230 -0.778 -0.111
C -4.060 4.041 0.333 -0.096
C -3.753 2.938 1.208 -0.106
C -2.655 2.146 0.956 -0.063
C 2.863 -0.542 -2.380 -0.230
C 3.905 -0.709 -3.297 0.017
C 4.947 -1.657 -3.009 -0.055
C 4.916 -2.302 -1.807 -0.061
C 3.854 -2.022 -0.916 -0.142
N 2.830 -1.243 -1.259 0.018
H 1.897 2.792 -2.473 0.079
H 3.299 2.135 -3.239 0.076
H 3.164 1.951 -1.484 0.080
H -1.436 3.681 -1.807 0.116
H -3.335 4.903 -1.558 0.065
H -4.803 4.799 0.603 0.084
H -4.461 2.845 2.016 0.081
H -2.542 1.279 1.680 0.115
H 3.894 -0.177 -4.215 0.099
H 5.721 -1.824 -3.724 0.091
H 5.735 -2.980 -1.554 0.107
H 3.707 -2.550 0.045 0.096
C -2.424 -0.802 -2.218 0.022
C -1.950 -1.346 -0.878 -0.572
O -0.872 -1.866 -0.750 -0.049
N -2.812 -1.300 0.125 0.092
C -2.702 -2.168 1.305 -0.096
C -1.979 -1.631 2.525 -0.261
C -2.699 -1.326 3.665 -0.036
C -2.040 -0.770 4.757 -0.085
C -0.708 -0.550 4.631 -0.048
C -0.005 -1.002 3.486 -0.135
N -0.647 -1.531 2.504 0.071
H -2.876 -1.671 -2.750 0.095
H -1.541 -0.399 -2.742 0.069
H -3.234 -0.075 -2.120 0.077
H -3.672 -0.740 0.023 0.157
H -2.127 -3.066 0.995 0.137
H -3.703 -2.542 1.605 0.124
H -3.821 -1.421 3.706 0.124
H -2.518 -0.569 5.675 0.091
H -0.116 -0.073 5.433 0.113
H 1.124 -1.080 3.459 0.106
N 0.503 0.329 -4.769 0.148
C 1.144 0.481 -3.809 -0.173
O 1.830 -2.562 1.998 -0.272
N 1.798 -3.639 1.387 -0.254
O 1.461 -3.582 0.176 -0.206
Cl 4.556 0.234 1.281 0.289
C 2.716 0.352 1.608 -0.685
H 2.596 1.459 1.710 -0.034
H 2.726 0.135 2.671 -0.079
```

***

No. 2
ORCA calculation (ωB97M-V/def2-TZVPD) on a gas-phase ion, C4H7N2S2 (charge +1).

Values from the calculation:
Frontier orbital gap (eV): 7.310
Electronic energy (Eh): -1062.0989
Relative energy (zero: lowest compared OMol25 entry of this formula, charge and spin) (kcal/mol): 106.39
Net charge: +1

Geometry as XYZ:
```
15
Properties=species:S:1:pos:R:3:lowdin_charge:R:1
C -0.896 0.079 -0.423 -0.129
C 1.135 -0.806 0.110 -0.044
C -0.495 1.404 -0.140 -0.146
C 0.527 1.360 0.902 -0.170
N -0.234 -0.942 -0.115 -0.173
N 1.513 0.354 0.581 0.049
S -0.926 -2.998 -0.192 0.507
S -1.452 -3.313 -1.947 0.270
H -1.794 -0.050 -1.020 0.148
H -0.008 1.900 -1.048 0.186
H -1.472 1.853 0.091 0.161
H 1.065 2.360 0.758 0.165
H 0.152 1.249 1.895 0.132
H 2.469 0.523 0.752 0.136
H 0.418 -2.974 -0.205 -0.092
```